The following is a DFT calculation (the ωB97M-V functional and the def2-TZVPD basis) of a 10-piece molecular cluster, C58H161N21O7P6 overall in a non-equilibrium geometry.

Last column: Löwdin charge in e.
Element x y z (Å)
P  -1.5037  -6.0190  1.8701  0.552
P  -5.2012  2.3183  -4.9064  0.606
P  -0.3714  0.3784  7.6321  0.576
P  5.3384  1.9500  -3.7451  0.576
P  -7.5135  -1.7259  -0.8751  0.664
P  4.0840  -2.0651  2.2673  0.634
O  3.1460  -2.5030  -3.5268  -0.170
O  2.8205  -2.8592  2.1827  -0.300
O  0.5851  1.4704  7.8772  -0.283
O  -5.9739  3.5871  -4.6609  -0.310
O  4.0621  1.4449  -4.3096  -0.285
O  -8.4124  -1.0549  -1.9022  -0.309
O  -2.4235  -7.1808  1.9820  -0.299
N  5.3610  1.9429  -2.0320  -0.284
N  6.6969  1.0160  -4.1542  -0.290
N  5.0637  -2.5178  0.9242  -0.305
N  -6.1385  -0.8448  -0.2991  -0.305
N  0.2352  -1.1373  7.1702  -0.276
N  -1.5701  0.1501  8.8447  -0.315
N  5.6864  3.5318  -4.1995  -0.309
N  -0.2944  -0.0455  0.5689  -0.135
N  4.9976  -2.4222  3.6822  -0.294
N  -4.0478  2.6161  -6.1179  -0.294
N  -2.3502  -4.6604  1.3338  -0.270
N  -0.8601  -5.5424  3.3749  -0.288
N  -6.7871  -3.1303  -1.6111  -0.310
N  -8.2354  -2.2373  0.5732  -0.306
N  -1.3953  0.6130  6.2864  -0.318
N  4.0359  -0.3366  2.2436  -0.270
N  -6.0468  0.8934  -5.3509  -0.313
N  0.5426  4.6742  -4.3887  -0.188
N  2.6596  4.7563  3.5353  -0.214
N  -0.2276  -6.2936  0.7744  -0.300
N  -4.3022  1.8358  -3.5083  -0.267
C  0.4462  4.7954  -5.8435  -0.242
C  6.5403  2.0678  -1.1761  -0.112
C  5.7285  -3.8141  0.8469  -0.103
C  2.8647  0.3926  2.7945  -0.077
C  -0.4833  -2.4105  7.3685  -0.128
C  -0.5382  1.1883  -0.2014  -0.231
C  -0.0002  -4.3428  3.5609  -0.103
C  -2.4002  -0.3846  5.8329  -0.106
C  2.1164  5.1085  2.2329  -0.229
C  0.2644  -7.6235  0.4627  -0.114
C  -0.5247  5.2935  -2.1671  -0.072
C  -3.1954  -3.9155  2.3012  -0.102
C  -3.1142  -4.8985  0.0697  -0.107
C  -0.6555  5.1457  -3.7018  -0.244
C  6.8662  -0.3897  -3.7111  -0.091
C  2.9170  -3.7938  -4.0459  -0.223
C  -2.1737  -0.1992  2.0439  -0.089
C  2.0664  -3.5288  -5.2507  -0.195
C  -7.6751  -3.3921  1.3024  -0.125
C  4.8305  4.3744  -4.9930  -0.118
C  4.0561  5.1114  3.4984  -0.262
C  -3.2180  1.6018  -6.7623  -0.136
C  -0.9679  -6.4114  4.5613  -0.105
C  4.9351  4.2003  2.5604  -0.068
C  -6.9649  0.3517  -4.3626  -0.130
C  7.2454  1.2015  -5.5397  -0.098
C  -3.9471  2.7550  -2.4058  -0.110
C  -3.5860  4.0369  -6.3505  -0.066
C  -3.4655  0.6150  -3.5091  -0.114
C  -1.1404  1.5975  5.2685  -0.125
C  -1.1784  -0.3825  10.1357  -0.134
C  0.6165  4.7453  2.1276  -0.078
C  -5.6975  -2.8899  -2.5934  -0.109
C  1.1482  3.4323  -3.9468  -0.244
C  1.6017  -1.2760  6.5154  -0.075
C  1.7805  4.6719  -6.6134  -0.080
C  2.6640  -1.4302  -4.3599  -0.173
C  -5.1670  -1.4434  0.5728  -0.135
C  0.7302  2.0394  -0.2435  -0.070
C  6.4240  -2.2717  3.7289  -0.149
C  5.2721  0.4314  2.0028  -0.135
C  4.5703  -2.0927  -0.4154  -0.099
C  0.5913  -5.2149  0.1985  -0.097
C  6.8628  4.1843  -3.6310  -0.115
C  0.6059  -1.0343  -0.1334  -0.195
C  -7.5491  -4.2613  -2.0742  -0.134
C  -9.5157  -1.7204  1.0617  -0.103
C  2.0240  5.4320  4.6693  -0.234
C  -1.4968  -0.7747  0.8557  -0.303
C  -6.4674  0.7213  -6.7325  -0.107
C  -2.6305  1.1294  8.9887  -0.120
C  0.0300  -1.4421  -1.5092  -0.077
C  0.2665  2.2105  -3.9194  -0.072
C  -6.1290  0.5811  -0.3276  -0.126
C  1.4884  -2.1420  -5.0987  -0.147
C  4.0725  1.8559  -1.3467  -0.109
C  4.3435  -3.1459  4.7848  -0.096
C  2.2646  4.6547  6.0094  -0.068
H  4.2484  -4.2213  4.6351  0.080
H  0.7413  1.3596  -3.4310  0.055
H  2.3333  -0.5239  -3.8526  0.094
H  1.4507  -1.7434  5.5423  0.063
H  0.0573  5.7950  -6.0377  0.110
H  -0.6857  2.4911  5.6960  0.070
H  -5.0989  0.9247  -0.4219  0.067
H  6.6279  -0.6365  -2.6765  0.063
H  3.7092  -2.6830  -0.7288  0.075
H  -1.3234  -1.8437  0.9791  0.109
H  -3.0331  2.5222  -1.8594  0.064
H  3.7707  -4.3532  -4.4285  0.116
H  -0.8341  4.3642  -1.6887  0.044
H  -0.7251  2.3215  -3.4807  0.052
H  -6.6334  1.0499  -1.1726  0.078
H  4.2998  3.7559  -5.7169  0.062
H  2.8768  0.4771  3.8811  0.064
H  -5.3966  -2.4958  0.7394  0.047
H  1.3036  -4.3069  -5.2802  0.113
H  3.7768  2.8985  -1.2293  0.087
H  -0.9124  1.0691  -1.2182  0.084
H  -7.2316  -3.0382  2.2332  0.078
H  0.0139  1.8795  -4.9267  0.066
H  -3.2358  0.1756  -2.5384  0.066
H  -2.1924  -0.8035  0.0171  0.086
H  -3.1089  -4.0131  -0.5661  0.063
H  -5.0620  -0.9807  1.5541  0.085
H  7.6043  3.4177  -3.4062  0.056
H  -0.2709  -7.2483  4.5183  0.074
H  5.6471  0.8359  2.9429  0.083
H  0.5280  3.0141  -0.6877  0.049
H  -0.6791  -1.3509  10.1686  0.073
H  6.2138  -0.9556  -4.3760  0.075
H  -1.1324  -2.3786  8.2436  0.063
H  5.2630  1.2678  1.3039  0.038
H  1.2353  2.1989  0.7091  0.060
H  -0.0483  5.2536  2.8261  0.060
H  -2.8928  3.9939  -7.1906  0.074
H  -4.7864  2.9019  -1.7260  0.065
H  1.3642  -1.5741  -6.0208  0.112
H  -7.6218  1.1264  -3.9670  0.088
H  6.1122  -0.1485  1.6206  0.061
H  -2.0108  -6.7148  4.6537  0.076
H  -2.1772  1.5693  -6.4403  0.066
H  -3.0453  -0.7434  2.4075  0.044
H  -6.0615  -2.3690  -3.4790  0.065
H  3.3928  -2.6786  5.0417  0.046
H  7.5346  2.2401  -5.7008  0.067
H  8.1809  0.6748  -5.7282  0.076
H  1.9345  -0.1125  2.5344  0.068
H  1.4126  3.6209  -2.9064  0.091
H  4.9603  -3.1111  5.6828  0.079
H  1.0946  -4.6700  0.9972  0.050
H  5.4015  5.1467  -5.5084  0.087
H  4.3291  -1.0303  -0.3785  0.053
H  2.0921  3.1996  -4.4398  0.087
H  -7.0101  -3.9478  0.6413  0.057
H  2.1729  3.5822  5.8377  0.062
H  -9.3975  -1.4610  2.1138  0.080
H  7.8593  -0.7733  -3.9448  0.076
H  -1.3230  1.7784  0.2718  0.107
H  -2.3099  1.9557  9.6231  0.087
H  2.7041  4.7712  1.3791  0.108
H  -2.5734  -3.5492  3.1180  0.062
H  6.5265  0.8784  -6.2926  0.081
H  4.1115  1.2429  -0.4462  0.057
H  -5.2855  -3.8462  -2.9158  0.079
H  -2.6096  -5.6485  -0.5393  0.073
H  -1.4842  4.5182  -4.0298  0.078
H  7.4239  4.8567  -4.2800  0.084
H  -4.0483  -4.4322  2.7412  0.088
H  4.0652  4.8632  -4.3902  0.078
H  -3.0956  4.2480  -5.4003  0.050
H  2.9826  1.4413  2.5217  0.062
H  -0.9875  -2.7197  6.4529  0.056
H  -0.3237  4.1205  -6.2173  0.096
H  6.1558  -3.9572  -0.1456  0.079
H  -2.0810  1.8309  4.7696  0.078
H  -3.5915  -3.0581  1.7571  0.040
H  6.4724  4.7119  -2.7608  0.089
H  -4.2066  -1.3880  0.0603  0.064
H  4.5083  5.0340  4.4871  0.105
H  -0.1075  -7.8399  -0.5388  0.080
H  -7.2141  -0.0664  -6.8330  0.084
H  -2.5919  0.8053  1.9785  0.081
H  -3.2803  0.1414  5.4633  0.082
H  2.5034  5.3475  -6.1561  0.064
H  1.5009  4.9864  6.7128  0.069
H  -4.3777  4.7658  -6.5241  0.076
H  -3.0394  1.4990  8.0483  0.076
H  -1.5792  -0.3404  2.9465  0.055
H  1.4535  -5.5635  -0.3699  0.075
H  -3.6679  0.6323  -6.5486  0.060
H  0.8276  -1.9145  0.4700  0.094
H  6.8222  -1.7480  2.8598  0.061
H  -8.4310  -4.0910  1.6604  0.080
H  -0.5152  0.3350  10.6188  0.081
H  4.1385  6.1581  3.2056  0.108
H  -3.4876  0.5954  9.3990  0.083
H  6.7848  1.1144  -0.7077  0.068
H  -3.2344  1.7380  -7.8437  0.081
H  0.1511  -3.2606  7.6196  0.077
H  -2.4971  0.7920  -3.9770  0.056
H  -7.5832  -0.4683  -4.7279  0.082
H  5.9711  4.3218  2.8768  0.069
H  3.2849  4.7446  6.3822  0.057
H  -6.5518  1.0184  0.5769  0.084
H  4.9279  -4.5537  0.8376  0.080
H  4.5761  3.1722  2.5126  0.042
H  -0.1111  -8.3740  1.1583  0.077
H  -10.3409  -2.4029  0.8584  0.083
H  0.9455  5.5509  4.5656  0.098
H  1.4344  1.5476  -0.9145  0.040
H  1.3535  -7.6270  0.4195  0.075
H  -6.3624  -0.1285  -3.5916  0.040
H  1.5757  -0.6183  -0.4064  0.094
H  -0.9612  -1.8938  -1.4703  0.062
H  -4.1589  -5.1765  0.2096  0.080
H  -1.9852  -0.4538  10.8652  0.081
H  0.0652  5.0191  1.2281  0.059
H  2.0218  -0.2831  6.3551  0.067
H  6.4559  -3.9287  1.6505  0.063
H  -0.0055  -4.0186  4.6015  0.058
H  3.3622  1.3932  -2.0318  0.054
H  -0.9432  6.1359  -4.0551  0.111
H  1.6194  5.0363  -7.6280  0.068
H  7.3603  2.3663  -1.8292  0.053
H  -1.1107  6.1260  -1.7775  0.072
H  2.7454  -3.6241  -6.0981  0.113
H  -0.6243  -5.9379  5.4809  0.067
H  -6.9067  -5.1212  -2.2641  0.083
H  1.0317  -4.5193  3.2573  0.055
H  5.3040  -2.1574  -1.2188  0.068
H  3.4743  -1.2109  -5.0552  0.107
H  6.6489  -1.7225  4.6431  0.089
H  -2.0376  -1.0966  5.0915  0.059
H  -8.0950  -4.0400  -2.9913  0.085
H  -0.3673  1.1972  4.6127  0.073
H  6.4133  2.7885  -0.3684  0.078
H  -4.9131  -2.2323  -2.2187  0.058
H  2.3409  -4.3680  -3.3203  0.112
H  2.1539  3.6575  -6.7531  0.067
H  0.7105  -2.1252  -2.0174  0.059
H  -4.0176  -0.1030  -4.1156  0.061
H  -0.2886  -3.5226  2.9034  0.061
H  0.0219  -4.5370  -0.4374  0.067
H  0.5167  5.5190  -1.9375  0.075
H  2.1284  6.1953  2.3152  0.108
H  -8.2789  -4.4413  -1.2849  0.075
H  -0.0633  -0.6420  -2.2436  0.051
H  -5.5770  0.5280  -7.3308  0.057
H  -3.8246  3.7652  -2.7963  0.063
H  4.9643  4.6033  1.5480  0.053
H  2.5249  6.3968  4.7488  0.106
H  -9.7124  -0.7516  0.6025  0.075
H  7.0148  -3.1797  3.6074  0.070
H  -6.9166  1.6563  -7.0673  0.083
H  -2.6584  -1.0086  6.6886  0.064
H  0.5937  -2.1479  -4.4762  0.100
H  2.2774  -1.8517  7.1478  0.076
H  0.4404  3.6697  2.1418  0.055

Properties
LUMO level = 0.458 eV
HOMO-LUMO gap = 8.389 eV
SMILES string = CN(C)P(=O)(N(C)C)N(C)C.CN(C)P(=O)(N(C)C)N(C)C.CN(C)P(=O)(N(C)C)N(C)C.CN(C)P(=O)(N(C)C)N(C)C.CN(C)P(=O)(N(C)C)N(C)C.CN(C)P(=O)(N(C)C)N(C)C.CCN(CC)CC.CCN(CC)CC.CCN(CC)CC.C1CCOC1
HOMO level = -7.93 eV